# C36H56ClF18NO12

A 6-piece molecular cluster, C36H56ClF18NO12 overall (ωB97M-V/def2-TZVPD, the OMol25 dataset).

Each atom is followed by the atoms it is bonded to, with distances in Å.
CARTESIAN COORDINATES (ANGSTROEM)
1 C -2.175 -6.421 -2.488  C2 1.516, H24 1.094, H25 1.091, H26 1.093
2 C -2.992 -5.253 -3.006  C1 1.516, O3 1.425, H27 1.095, H28 1.092
3 O -4.188 -5.623 -3.685  C2 1.425, C4 1.392
4 C -3.975 -6.039 -4.997  O3 1.392, N5 1.469, H29 1.095, H30 1.095
5 N -3.476 -4.974 -5.878  C4 1.469, C6 1.475, C8 1.433
6 C -2.726 -5.546 -7.012  N5 1.475, C7 1.538, H31 1.086, H32 1.098
7 C -1.365 -6.112 -6.571  C6 1.538, H33 1.091, H34 1.092, H35 1.092
8 C -4.417 -3.941 -6.194  N5 1.433, F9 1.376, F10 1.358, C11 1.551
9 F -4.696 -3.925 -7.542  C8 1.376
10 F -5.608 -4.212 -5.602  C8 1.358
11 C -4.019 -2.496 -5.793  C8 1.551, C12 1.533, C13 1.553, O17 1.437
12 C -5.236 -1.596 -6.040  C11 1.533, H36 1.088, H37 1.091, H38 1.092
13 C -2.827 -1.985 -6.646  C11 1.553, C14 1.536, H39 1.095, H40 1.092
14 C -1.535 -1.514 -5.962  C13 1.536, C15 1.536, C16 1.546, H41 1.096
15 C -0.849 -2.572 -5.084  C14 1.536, H42 1.091, H43 1.094, H44 1.091
16 C -1.716 -0.164 -5.232  C14 1.546, H45 1.095, H46 1.093, H47 1.090
17 O -3.685 -2.648 -4.404  C11 1.437, C18 1.393
18 C -4.235 -1.826 -3.423  O17 1.393, Cl19 1.812, C20 1.536, H48 1.092
19 Cl -2.964 -1.603 -2.150  C18 1.812
20 C -5.493 -2.435 -2.786  C18 1.536, C21 1.523, H49 1.092, H50 1.092
21 C -6.683 -1.490 -2.682  C20 1.523, C22 1.522, F23 1.404, H51 1.095
22 C -8.033 -2.172 -2.843  C21 1.522, H52 1.092, H53 1.092, H54 1.091
23 F -6.646 -0.868 -1.424  C21 1.404
24 H -1.841 -7.098 -3.280  C1 1.094
25 H -2.708 -7.000 -1.731  C1 1.091
26 H -1.272 -6.005 -2.034  C1 1.093
27 H -2.381 -4.631 -3.668  C2 1.095
28 H -3.305 -4.613 -2.179  C2 1.092
29 H -4.930 -6.447 -5.344  C4 1.095
30 H -3.221 -6.830 -5.054  C4 1.095
31 H -2.572 -4.759 -7.744  C6 1.086
32 H -3.322 -6.316 -7.519  C6 1.098
33 H -0.543 -5.583 -7.057  C7 1.091
34 H -1.218 -6.003 -5.495  C7 1.092
35 H -1.269 -7.172 -6.815  C7 1.092
36 H -6.096 -1.894 -5.443  C12 1.088
37 H -5.507 -1.671 -7.094  C12 1.091
38 H -4.995 -0.551 -5.836  C12 1.092
39 H -3.190 -1.137 -7.236  C13 1.095
40 H -2.575 -2.754 -7.380  C13 1.092
41 H -0.861 -1.323 -6.804  C14 1.096
42 H -1.130 -3.581 -5.389  C15 1.091
43 H 0.239 -2.483 -5.151  C15 1.094
44 H -1.121 -2.465 -4.033  C15 1.091
45 H -2.687 0.292 -5.452  C16 1.095
46 H -0.961 0.560 -5.549  C16 1.093
47 H -1.634 -0.270 -4.150  C16 1.090
48 H -4.405 -0.812 -3.788  C18 1.092
49 H -5.264 -2.784 -1.776  C20 1.092
50 H -5.753 -3.313 -3.380  C20 1.092
51 H -6.576 -0.671 -3.403  C21 1.095
52 H -8.407 -2.052 -3.863  C22 1.092
53 H -7.985 -3.240 -2.621  C22 1.092
54 H -8.749 -1.711 -2.162  C22 1.091
55 C 0.793 -0.425 -0.190  C56 1.510, H64 1.089, H65 1.090, H66 1.089
56 C 0.174 -0.919 -1.476  C55 1.510, O57 1.455, H67 1.087, H68 1.089
57 O 0.881 -2.083 -1.988  C56 1.455, C58 1.318
58 C 0.608 -3.219 -1.377  O57 1.318, O59 1.197, C60 1.548
59 O -0.109 -3.383 -0.433  C58 1.197
60 C 1.314 -4.397 -2.092  C58 1.548, F61 1.334, F62 1.342, F63 1.330
61 F 2.583 -4.120 -2.397  C60 1.334
62 F 0.648 -4.650 -3.230  C60 1.342
63 F 1.286 -5.488 -1.332  C60 1.330
64 H 1.845 -0.176 -0.323  C55 1.089
65 H 0.275 0.475 0.141  C55 1.090
66 H 0.702 -1.179 0.590  C55 1.089
67 H 0.246 -0.191 -2.280  C56 1.087
68 H -0.870 -1.195 -1.337  C56 1.089
69 C -0.328 5.009 2.120  C70 1.511, H78 1.090, H79 1.090, H80 1.089
70 C 1.082 4.961 2.659  C69 1.511, O71 1.451, H81 1.087, H82 1.089
71 O 1.341 3.692 3.313  C70 1.451, C72 1.319
72 C 1.678 2.688 2.526  O71 1.319, O73 1.196, C74 1.549
73 O 1.808 2.696 1.336  C72 1.196
74 C 1.947 1.422 3.377  C72 1.549, F75 1.334, F76 1.343, F77 1.331
75 F 0.997 1.232 4.293  C74 1.334
76 F 3.125 1.549 4.009  C74 1.343
77 F 2.006 0.348 2.592  C74 1.331
78 H -1.049 4.826 2.916  C69 1.090
79 H -0.521 5.996 1.699  C69 1.090
80 H -0.472 4.269 1.334  C69 1.089
81 H 1.244 5.698 3.441  C70 1.087
82 H 1.823 5.101 1.873  C70 1.089
83 C -0.821 -3.889 2.782  C84 1.510, H92 1.089, H93 1.090, H94 1.090
84 C -0.313 -3.016 3.904  C83 1.510, O85 1.451, H95 1.088, H96 1.089
85 O -1.227 -1.920 4.166  C84 1.451, C86 1.320
86 C -2.257 -2.192 4.946  O85 1.320, O87 1.195, C88 1.549
87 O -2.525 -3.230 5.476  C86 1.195
88 C -3.108 -0.913 5.150  C86 1.549, F89 1.337, F90 1.343, F91 1.329
89 F -3.301 -0.258 4.000  C88 1.337
90 F -2.474 -0.087 5.999  C88 1.343
91 F -4.293 -1.220 5.668  C88 1.329
92 H -1.005 -3.298 1.886  C83 1.089
93 H -0.072 -4.643 2.540  C83 1.090
94 H -1.742 -4.398 3.064  C83 1.090
95 H 0.617 -2.519 3.639  C84 1.088
96 H -0.169 -3.575 4.828  C84 1.089
97 C 6.528 1.403 5.951  C98 1.510, H106 1.090, H107 1.090, H108 1.089
98 C 7.782 2.214 6.179  C97 1.510, O99 1.451, H109 1.087, H110 1.089
99 O 7.800 3.383 5.319  C98 1.451, C100 1.320
100 C 7.103 4.423 5.738  O99 1.320, O101 1.195, C102 1.549
101 O 6.472 4.530 6.747  C100 1.195
102 C 7.244 5.588 4.726  C100 1.549, F103 1.335, F104 1.343, F105 1.333
103 F 7.122 5.171 3.464  C102 1.335
104 F 8.450 6.162 4.868  C102 1.343
105 F 6.314 6.514 4.958  C102 1.333
106 H 6.437 1.125 4.901  C97 1.090
107 H 6.566 0.492 6.547  C97 1.090
108 H 5.642 1.965 6.243  C97 1.089
109 H 8.679 1.667 5.899  C98 1.087
110 H 7.870 2.543 7.213  C98 1.089
111 C 6.932 10.059 5.103  C112 1.511, H120 1.090, H121 1.090, H122 1.089
112 C 6.926 9.405 6.465  C111 1.511, O113 1.449, H123 1.087, H124 1.089
113 O 7.186 10.375 7.509  C112 1.449, C114 1.321
114 C 6.147 11.086 7.912  O113 1.321, O115 1.195, C116 1.549
115 O 5.020 11.023 7.520  C114 1.195
116 C 6.576 12.039 9.056  C114 1.549, F117 1.337, F118 1.342, F119 1.329
117 F 7.731 12.653 8.779  C116 1.337
118 F 6.737 11.335 10.187  C116 1.342
119 F 5.644 12.963 9.264  C116 1.329
120 H 7.878 10.574 4.930  C111 1.090
121 H 6.808 9.295 4.336  C111 1.090
122 H 6.118 10.776 5.010  C111 1.089
123 H 7.728 8.679 6.567  C112 1.087
124 H 5.976 8.914 6.672  C112 1.089

Results
- HOMO-LUMO gap: 9.8 eV
- Structure (SMILES): CCOCN(CC)C(F)(F)[C@](C)(CC(C)C)O[C@H](Cl)C[C@@H](C)F.CCOC(=O)C(F)(F)F.CCOC(=O)C(F)(F)F.CCOC(=O)C(F)(F)F.CCOC(=O)C(F)(F)F.CCOC(=O)C(F)(F)F
- Largest force on an atom: 0.4 eV/A